{"formula": "C29H30BCaN7O4S2", "method": "wB97M-V/def2-TZVPD", "orbital_gap_ha": 0.17532, "e_homo_ev": -1.451, "charge": -2, "spin_multiplicity": 1, "species": ["Ca", "C", "N", "C", "C", "N", "C", "C", "C", "C", "C", "C", "C", "S", "C", "C", "C", "C", "C", "C", "S", "H", "H", "H", "H", "H", "H", "H", "H", "H", "H", "H", "H", "H", "H", "H", "H", "H", "H", "B", "N", "C", "C", "C", "N", "N", "C", "C", "C", "N", "H", "H", "H", "H", "H", "H", "H", "H", "O", "C", "O", "C", "C", "C", "C", "C", "C", "N", "O", "O", "H", "H", "H", "H"], "positions_angstrom": [[-0.8884, -0.5215, -0.4281], [2.8572, -0.2677, 1.4499], [1.5389, -0.2362, 2.0667], [1.2386, 1.0951, 2.5545], [-0.1797, 1.2686, 3.0650], [-1.2017, 1.4369, 2.0317], [-1.0331, 2.6396, 1.2157], [-2.5048, 1.3526, 2.6696], [-2.9238, 2.4080, 3.4801], [-4.1563, 2.4010, 4.1187], [-4.9863, 1.2955, 3.9297], [-4.5735, 0.2333, 3.1394], [-3.3105, 0.2014, 2.4973], [-2.8241, -1.1752, 1.5523], [1.3711, -1.3527, 2.9544], [1.5520, -1.2163, 4.3296], [1.4344, -2.3014, 5.1941], [1.1443, -3.5507, 4.6569], [0.9707, -3.6968, 3.2858], [1.0711, -2.6174, 2.3873], [0.8318, -2.8501, 0.6720], [3.6529, -0.1005, 2.1992], [2.9121, 0.5130, 0.6884], [3.0083, -1.2375, 0.9707], [1.4075, 1.7629, 1.7066], [1.9354, 1.4288, 3.3443], [-0.1813, 2.1268, 3.7558], [-0.4652, 0.3903, 3.6394], [-0.8168, 3.5408, 1.8147], [-1.9464, 2.8136, 0.6502], [-0.2150, 2.5089, 0.4988], [-2.2635, 3.2636, 3.6139], [-4.4595, 3.2336, 4.7458], [-5.9648, 1.2686, 4.3993], [-5.2223, -0.6227, 2.9856], [1.7854, -0.2383, 4.7429], [1.5582, -2.1664, 6.2625], [1.0415, -4.4151, 5.3088], [0.7225, -4.6662, 2.8694], [-3.5520, -0.3574, -2.8455], [-2.5458, 0.8575, -2.8881], [-2.1564, 1.5554, -3.9652], [-1.2246, 2.5059, -3.5697], [-1.0952, 2.2947, -2.1908], [-1.8900, 1.3005, -1.7774], [-2.7471, -1.7005, -2.8379], [-2.5292, -2.5517, -3.8574], [-1.7328, -3.5907, -3.4018], [-1.4968, -3.2759, -2.0531], [-2.1148, -2.1414, -1.7154], [-4.2186, -0.3190, -3.8691], [-4.2058, -0.2770, -1.8330], [-2.5766, 1.3404, -4.9375], [-0.7109, 3.2268, -4.1892], [-0.4622, 2.8081, -1.4810], [-2.9639, -2.3672, -4.8307], [-1.3709, -4.4401, -3.9631], [-0.9140, -3.8063, -1.3103], [0.3441, -0.7056, -2.2884], [1.2248, 0.0566, -1.8111], [1.1007, 0.7216, -0.7458], [2.5119, 0.1957, -2.6020], [3.6946, 0.5700, -1.9844], [4.8630, 0.6792, -2.7185], [4.8233, 0.4287, -4.0770], [3.6530, 0.0627, -4.7195], [2.4964, -0.0631, -3.9705], [6.0683, 0.5617, -4.8658], [6.0146, 0.3806, -6.0517], [7.0771, 0.8638, -4.2888], [3.6935, 0.7722, -0.9192], [5.7980, 0.9563, -2.2552], [3.6653, -0.1241, -5.7825], [1.5618, -0.3685, -4.4224]], "atomic_forces_ev_per_a": [[-0.58, -0.38, 2.13], [-0.06, -0.03, 0.00], [0.04, -0.08, 0.08], [0.02, -0.15, -0.12], [0.05, -0.10, -0.17], [-0.11, -0.04, -0.08], [0.08, -0.09, 0.19], [-0.06, 0.17, -0.08], [0.03, -0.03, -0.10], [-0.03, -0.12, -0.03], [0.14, -0.05, -0.11], [0.15, 0.09, 0.06], [0.07, 0.17, -0.12], [-0.22, 0.10, 0.22], [0.04, 0.15, -0.06], [-0.01, -0.03, 0.00], [-0.04, 0.00, -0.17], [0.01, 0.04, -0.11], [0.02, 0.13, 0.03], [-0.09, 0.07, 0.11], [-0.02, -0.01, -0.10], [0.00, 0.00, 0.01], [-0.10, -0.13, 0.27], [-0.02, 0.07, 0.01], [0.03, 0.05, 0.02], [0.07, -0.04, 0.09], [-0.07, 0.13, 0.04], [-0.02, -0.08, 0.10], [-0.01, 0.03, 0.04], [-0.02, -0.05, -0.02], [-0.06, -0.05, 0.24], [-0.05, -0.09, -0.05], [0.00, -0.04, -0.05], [0.01, -0.03, -0.01], [0.03, 0.05, 0.04], [-0.03, -0.05, -0.06], [0.01, 0.00, 0.00], [-0.01, 0.06, -0.06], [0.01, 0.02, 0.01], [0.05, -0.02, 0.08], [0.18, 0.03, 0.16], [-0.01, 0.04, 0.25], [-0.02, -0.09, 0.04], [-0.27, -0.09, -0.10], [-0.09, 0.29, -0.84], [0.10, -0.04, 0.13], [0.02, 0.04, 0.29], [-0.03, 0.07, 0.07], [-0.25, 0.10, -0.06], [-0.16, -0.44, -1.00], [0.15, 0.00, 0.07], [0.07, 0.00, -0.12], [0.03, -0.01, 0.12], [-0.07, -0.06, 0.09], [-0.05, -0.09, -0.17], [0.03, 0.02, 0.14], [-0.04, 0.09, 0.08], [-0.03, 0.08, -0.06], [0.98, 0.37, -0.46], [-0.14, 0.11, -0.17], [0.33, -0.06, -0.59], [-0.18, -0.07, -0.07], [0.10, 0.13, 0.14], [0.17, 0.04, 0.09], [0.05, -0.02, -0.05], [-0.02, -0.03, -0.13], [0.01, -0.03, 0.06], [-1.04, 0.00, 0.64], [-0.24, -0.30, -1.38], [1.12, 0.32, 0.83], [0.03, -0.02, -0.27], [0.01, 0.00, 0.02], [-0.02, -0.01, -0.03], [0.01, -0.01, 0.01]], "lowdin_charge": [1.09, -0.11, -0.17, -0.20, -0.17, -0.17, -0.10, -0.29, -0.07, -0.14, -0.14, -0.15, -0.67, 0.47, -0.28, -0.06, -0.13, -0.14, -0.14, -0.66, 0.49, 0.09, 0.04, 0.06, 0.10, 0.11, 0.11, 0.12, 0.08, 0.09, 0.05, 0.10, 0.08, 0.08, 0.08, 0.10, 0.08, 0.08, 0.08, -0.43, -0.08, -0.11, -0.08, -0.19, -0.02, -0.09, -0.12, -0.09, -0.18, -0.06, 0.06, 0.06, 0.11, 0.07, 0.08, 0.10, 0.07, 0.05, -0.13, -0.63, -0.13, -0.08, 0.01, 0.00, -0.16, 0.00, 0.01, -0.38, 0.06, 0.06, 0.10, 0.11, 0.11, 0.12]}

=====

{"formula": "C33H57BrN4O8P2Pd", "method": "wB97M-V/def2-TZVPD", "orbital_gap_ha": [0.30112, 0.19424], "s_squared": 6.06, "e_homo_ev": [-18.994, -19.272], "charge": 4, "spin_multiplicity": 5, "species": ["Pd", "C", "C", "C", "O", "P", "O", "C", "P", "O", "O", "C", "C", "C", "O", "C", "C", "C", "O", "C", "C", "C", "H", "H", "H", "H", "H", "H", "H", "H", "H", "H", "H", "H", "H", "H", "H", "H", "H", "H", "H", "H", "H", "H", "H", "H", "H", "H", "H", "H", "H", "H", "C", "O", "C", "C", "C", "Br", "C", "C", "C", "O", "C", "N", "C", "C", "C", "C", "C", "C", "N", "H", "H", "H", "H", "H", "H", "H", "H", "H", "H", "H", "C", "N", "C", "C", "C", "N", "C", "C", "H", "H", "H", "H", "H", "H", "H", "H", "H", "H", "H", "H", "H", "H", "H", "H"], "positions_angstrom": [[-0.0233, 0.4987, 1.7796], [-2.8137, -1.4830, -2.3068], [-2.5109, -0.0043, -2.4963], [-3.4399, 0.6533, -3.4936], [-1.1413, 0.1291, -2.9836], [0.0585, 0.5243, -2.0487], [-0.0806, -0.0242, -0.6559], [0.1387, 2.3390, -1.9759], [1.2339, 2.8517, -0.6248], [1.3168, 1.9184, 0.5369], [0.7022, 4.2228, -0.0678], [0.5002, 5.4488, -0.8623], [1.3835, 6.5350, -0.2936], [-0.9731, 5.8078, -0.8054], [2.6037, 3.0651, -1.3522], [3.8907, 2.9044, -0.6579], [4.8238, 3.9904, -1.1356], [4.4124, 1.5004, -0.9149], [1.3351, -0.0176, -2.7456], [1.5339, -0.1895, -4.2054], [2.9256, -0.7427, -4.3926], [1.2901, 1.0947, -4.9734], [-3.7465, -1.5943, -1.7514], [-2.0008, -1.9675, -1.7636], [-2.9257, -1.9739, -3.2729], [-2.5763, 0.5065, -1.5287], [-3.3909, 0.1426, -4.4547], [-3.1792, 1.6990, -3.6507], [-4.4638, 0.6046, -3.1244], [-0.8688, 2.7221, -1.8003], [0.5174, 2.7493, -2.9114], [0.7911, 5.2372, -1.8958], [1.1405, 6.7218, 0.7530], [1.2378, 7.4569, -0.8538], [2.4356, 6.2575, -0.3565], [-1.2709, 6.0038, 0.2252], [-1.5971, 5.0122, -1.2153], [-1.1489, 6.7100, -1.3883], [3.7050, 3.0165, 0.4148], [4.9907, 3.9106, -2.2102], [5.7819, 3.9076, -0.6254], [4.4056, 4.9778, -0.9426], [4.7187, 1.3945, -1.9552], [3.6325, 0.7678, -0.6970], [5.2755, 1.3113, -0.2774], [0.7981, -0.9290, -4.5293], [3.6758, -0.0013, -4.1130], [3.0784, -1.0091, -5.4366], [3.0806, -1.6300, -3.7800], [1.9645, 1.8826, -4.6308], [0.2528, 1.4204, -4.8872], [1.4911, 0.9170, -6.0283], [2.9236, -0.9760, 1.9399], [1.5899, -1.3616, 1.5321], [1.3177, -2.6805, 1.4681], [2.1949, -3.6448, 1.9013], [1.8382, -4.9945, 1.8083], [3.0566, -6.2983, 2.3502], [0.5824, -5.3834, 1.3090], [-0.3289, -4.4246, 0.8859], [0.0340, -3.0591, 0.9276], [-0.8080, -2.1348, 0.4735], [-1.5907, -4.9269, 0.3542], [-1.7699, -6.2396, 0.1457], [-3.0055, -6.3917, -0.3196], [-3.6832, -7.5785, -0.7386], [-4.9167, -7.4360, -1.3127], [-5.5230, -6.1684, -1.4094], [-4.8712, -4.9763, -1.0051], [-3.6356, -5.1036, -0.4397], [-2.6770, -4.2054, 0.0001], [3.6680, -1.3972, 1.2643], [3.1241, -1.2929, 2.9647], [2.9507, 0.1085, 1.8656], [3.1553, -3.3853, 2.3229], [0.3094, -6.4284, 1.2328], [-0.3493, -1.4578, -0.1457], [-3.2428, -8.5509, -0.5601], [-5.4536, -8.3047, -1.6675], [-6.5254, -6.0976, -1.8130], [-5.3392, -4.0172, -1.1853], [-2.7493, -3.2009, 0.0402], [-0.3378, -1.3468, 4.2638], [-1.1612, -0.2908, 3.6487], [-2.4986, -0.8226, 3.3308], [-1.3155, 0.8357, 4.5947], [-0.0618, 1.6798, 4.6591], [0.2995, 2.1886, 3.3335], [1.6286, 2.8060, 3.3535], [-0.7102, 3.0837, 2.7535], [-0.7417, -1.6346, 5.2396], [0.6841, -1.0011, 4.4151], [-0.3300, -2.2334, 3.6333], [-3.0631, -1.0184, 4.2478], [-2.4087, -1.7593, 2.7875], [-3.0597, -0.1031, 2.7346], [-1.5445, 0.4573, 5.5955], [-2.1630, 1.4440, 4.2796], [0.7780, 1.1039, 5.0481], [-0.2295, 2.5109, 5.3525], [1.6313, 3.6827, 4.0100], [1.9035, 3.1244, 2.3541], [2.3685, 2.0992, 3.7273], [-1.0022, 3.8552, 3.4739], [-1.6145, 2.5322, 2.4664], [-0.2978, 3.5674, 1.8714]], "atomic_forces_ev_per_a": [[0.21, 1.17, 0.56], [0.17, 0.12, -0.06], [-0.47, 0.01, 0.08], [0.17, 0.03, 0.01], [0.33, 0.04, 0.13], [0.03, 0.19, -0.95], [-0.34, -0.73, 0.36], [0.13, -0.57, 0.52], [0.40, 1.12, -0.26], [-0.30, -0.64, 0.38], [0.04, -0.52, 0.04], [-0.21, 0.55, -0.34], [0.16, -0.23, 0.08], [0.19, -0.20, 0.07], [-0.52, -0.21, -0.05], [0.57, -0.15, 0.38], [-0.26, 0.11, -0.19], [-0.24, 0.21, -0.09], [-0.24, 0.22, 0.42], [-0.03, -0.24, -0.91], [0.07, 0.13, 0.34], [0.08, 0.02, 0.37], [-0.05, 0.02, -0.02], [-0.05, -0.03, -0.01], [0.02, -0.03, -0.01], [0.05, 0.01, -0.04], [0.00, -0.02, -0.01], [-0.02, 0.02, 0.04], [-0.02, 0.01, -0.02], [-0.02, 0.02, 0.05], [-0.03, -0.07, -0.07], [0.06, -0.08, 0.05], [-0.06, 0.03, -0.02], [0.00, 0.01, -0.01], [0.00, 0.04, -0.03], [-0.04, 0.02, 0.00], [-0.04, 0.01, 0.00], [-0.01, 0.01, -0.01], [-0.08, 0.10, -0.06], [0.05, -0.08, 0.01], [0.01, 0.00, 0.01], [0.06, 0.00, 0.08], [0.01, -0.05, -0.01], [0.04, -0.07, -0.01], [0.04, 0.01, -0.03], [-0.01, -0.02, 0.22], [0.00, 0.02, -0.05], [-0.03, 0.00, -0.02], [-0.03, -0.05, -0.05], [0.00, 0.03, -0.05], [0.00, 0.05, -0.05], [0.00, -0.02, -0.01], [0.42, 0.30, 0.08], [-0.50, -0.28, -0.07], [0.47, 0.05, 0.20], [0.10, 0.08, 0.04], [1.16, -0.45, 0.46], [-0.76, 0.64, -0.30], [-0.71, -0.01, -0.25], [0.35, -0.27, 0.26], [-0.51, 0.32, -0.34], [0.63, -1.00, 0.05], [-0.64, 0.11, -0.42], [0.21, -0.48, 0.30], [0.05, 0.70, 0.06], [-0.25, -0.26, -0.01], [0.12, -0.22, 0.19], [0.10, -0.02, -0.09], [0.15, 0.43, 0.10], [-0.26, -0.47, -0.45], [0.28, 0.10, 0.26], [-0.11, -0.04, -0.05], [-0.11, 0.02, -0.02], [-0.06, -0.03, -0.04], [-0.02, -0.03, -0.06], [0.07, -0.01, 0.00], [-0.23, 0.87, 0.24], [0.11, 0.03, -0.15], [-0.04, 0.00, 0.06], [0.01, 0.02, -0.04], [-0.07, -0.03, 0.11], [-0.01, 0.03, -0.05], [0.07, -0.07, 0.20], [0.28, -0.06, -0.71], [-0.22, -0.05, 0.05], [0.14, 0.32, 0.07], [-0.26, -0.28, 0.23], [0.06, -0.34, -0.24], [0.37, 0.19, -0.07], [0.00, 0.11, -0.21], [-0.04, 0.00, -0.04], [0.00, 0.00, -0.03], [0.01, 0.02, -0.08], [0.05, 0.00, 0.01], [0.06, 0.00, -0.12], [0.03, 0.00, 0.01], [-0.06, -0.04, -0.05], [-0.03, -0.07, -0.01], [0.04, 0.05, -0.03], [0.06, 0.05, -0.06], [-0.11, -0.08, 0.06], [-0.05, -0.03, 0.01], [-0.07, -0.04, 0.03], [-0.04, -0.06, 0.04], [0.00, 0.00, 0.07], [0.02, -0.01, 0.03]], "lowdin_spin": [1.37, 0.00, 0.00, 0.00, 0.00, 0.00, 0.02, 0.00, 0.00, 0.04, 0.00, 0.00, 0.00, 0.00, 0.00, 0.00, 0.00, 0.00, 0.00, 0.00, 0.00, 0.00, 0.00, 0.00, 0.00, 0.00, 0.00, 0.00, 0.00, 0.00, 0.00, 0.00, 0.00, 0.00, 0.00, 0.00, 0.00, 0.00, 0.00, 0.00, 0.00, 0.00, 0.00, 0.00, 0.00, 0.00, 0.00, 0.00, 0.00, 0.00, 0.00, 0.00, 0.00, 0.08, 0.08, 0.01, 0.17, 0.23, 0.19, 0.02, 0.21, 0.12, 0.12, 0.07, 0.15, 0.14, 0.01, 0.25, 0.08, 0.06, 0.02, 0.00, 0.00, 0.00, 0.00, 0.00, 0.01, 0.00, 0.00, 0.01, 0.00, 0.00, 0.01, 0.10, 0.01, 0.01, 0.01, 0.27, 0.02, 0.04, 0.00, 0.00, 0.00, 0.00, 0.00, 0.00, 0.00, 0.00, 0.00, 0.01, 0.01, 0.00, 0.00, 0.02, 0.01, 0.00]}

=====

Energy above the lowest of the compared OMol25 structures with the same formula, charge and spin values (in kJ/mol) by entry order: 107.6 100.5.